# 1
ORCA calculation (ωB97M-V with the def2-TZVPD basis set) on a cluster of 2 separate species, C10H16NO2P in total in a non-equilibrium geometry.

## Properties
- HOMO-LUMO gap (alpha / beta) (eV) = 8.156 / 7.013
- LUMO (alpha / beta) (eV) = -0.33 / -0.36
- ΔE to the lowest compared entry with this formula, charge and spin (kcal/mol) = 73.1
- DFT total energy (Ha) = -937.0873
- HOMO energy (alpha / beta) (eV) = -8.48 / -7.37

Structure (XYZ):
```
30
Properties=species:S:1:pos:R:3:forces:R:3:nbo_charge:R:1
C -1.13673 -0.24202 1.88525 -0.168 -0.809 1.824 -0.232
C 1.27527 -0.18093 1.73945 -0.235 0.630 -1.142 -0.234
C 0.14496 -0.26116 2.52189 -0.798 0.175 -0.540 -0.001
C -1.37791 -0.24319 0.50621 -1.638 0.691 2.742 0.040
C 1.00348 0.06387 0.35620 1.462 -0.757 -0.056 0.053
C -0.26615 -0.13828 -0.28935 2.630 0.346 0.224 -0.419
C 0.22537 -0.22754 3.99960 -3.012 0.290 2.986 -0.642
C -2.84768 -0.27234 0.07528 2.764 -1.995 -0.764 -0.629
C 2.24519 0.54975 -0.37796 -0.455 2.212 0.280 -0.669
C 1.07744 -1.47095 -2.77922 0.901 0.469 1.816 -0.972
N -0.31610 2.64955 -2.78274 0.946 -1.024 -0.435 -0.486
O 0.38351 1.46780 -2.82924 -1.444 -0.428 1.046 -0.524
O -1.53326 -1.63121 -2.11628 1.750 2.170 -0.431 -1.018
P -0.37525 -0.62380 -2.01664 -0.665 -0.350 -0.717 1.781
H -1.98208 -0.41465 2.62244 0.778 0.581 -1.204 0.206
H 2.34269 -0.19350 2.17079 -1.888 0.271 -0.866 0.224
H -0.23429 -1.16260 4.48765 0.673 1.119 -0.819 0.227
H 1.17153 -0.06921 4.50909 0.357 -0.042 -0.614 0.227
H -0.48569 0.63314 4.45196 1.534 -1.753 -1.197 0.223
H -2.97478 -1.33007 -0.10634 -0.713 -0.313 -0.280 0.248
H -3.57460 0.06884 0.72759 -0.891 0.786 1.787 0.216
H -2.95673 0.20981 -0.84609 -0.278 0.686 -1.466 0.218
H 2.76046 1.30832 0.30813 -0.596 -1.109 -0.880 0.221
H 2.95001 -0.22317 -0.58359 0.523 -0.627 -0.301 0.219
H 1.97841 1.13822 -1.28346 0.263 -0.714 0.423 0.257
H 0.77016 -1.68567 -3.76245 -0.472 -0.352 -1.223 0.254
H 1.12491 -2.39131 -2.19318 -0.081 -0.172 -0.186 0.247
H 2.11276 -1.07083 -2.80118 -0.988 0.380 0.179 0.255
H -0.74451 2.78757 -3.69197 -0.520 0.321 0.692 0.354
H -0.76037 2.95558 -1.90185 0.261 -0.682 -0.877 0.356
```
Positions in Å, forces in eV/Å.

=====

# 2
ORCA calculation (ωB97M-V with the def2-TZVPD basis set) on a cluster of 2 separate species, C7H13FNO in total in a non-equilibrium geometry.

## Properties
- HOMO-LUMO gap (eV) = 9.160
- LUMO (eV) = -3.77
- ΔE to the lowest compared entry with this formula, charge and spin (kcal/mol) = 11.8
- DFT total energy (Ha) = -504.0545
- net charge = +1
- HOMO energy (eV) = -12.93

Structure (XYZ):
```
23
Properties=species:S:1:pos:R:3:forces:R:3:nbo_charge:R:1
C 2.98345 -0.28796 0.03108 -2.051 -0.385 0.606 0.052
C -2.18436 -0.58700 0.95912 3.442 0.649 1.156 -0.399
C -1.19847 -1.54671 0.25875 -2.498 -0.550 0.043 -0.495
C -1.87297 0.81657 0.36949 -3.072 0.493 0.956 -0.247
C -0.37599 -0.64045 -0.44526 2.398 0.048 -0.498 0.301
C -0.12743 1.62554 -1.22123 -0.403 -0.535 -0.679 -0.400
C 2.17185 -0.66348 1.02686 0.243 0.802 0.150 0.099
N -0.76202 0.56650 -0.50606 1.046 0.083 1.725 -0.227
O 2.77752 0.93795 -0.51903 -0.173 -0.128 1.708 -0.660
F 1.24637 0.26651 1.54156 1.241 -1.466 -0.483 -0.360
H 3.56876 -1.02567 -0.50971 0.346 0.208 0.350 0.209
H -3.11030 -0.93603 0.81797 -3.763 -0.707 -0.510 0.234
H -1.94994 -0.70986 2.03232 -0.264 0.718 -0.435 0.234
H -0.81370 -2.19547 1.02508 0.923 -0.431 -0.334 0.277
H -1.64508 -2.16508 -0.57854 0.135 0.267 0.973 0.268
H -2.65668 1.08932 -0.35268 -0.299 0.219 0.554 0.221
H -1.86350 1.66553 1.17313 0.921 -1.497 -1.719 0.269
H 0.56454 -0.97992 -0.83084 0.263 0.280 -0.918 0.242
H -0.81341 1.93675 -1.95263 -1.227 0.734 -0.983 0.225
H 0.12791 2.47360 -0.63611 0.562 0.337 0.788 0.251
H 0.63191 1.16394 -1.78471 1.437 0.003 -0.326 0.223
H 2.21669 -1.64527 1.48353 -0.256 0.366 0.325 0.202
H 3.08485 0.84069 -1.38208 1.049 0.492 -2.450 0.482
```
Positions in Å, forces in eV/Å.

=====

# 3
ORCA calculation (ωB97M-V with the def2-TZVPD basis set) on the ion C7H5NO5P2S with charge -2 in a non-equilibrium geometry.

## Properties
- HOMO-LUMO gap (eV) = 4.670
- LUMO (eV) = 5.48
- ΔE to the lowest compared entry with this formula, charge and spin (kcal/mol) = 51.2
- DFT total energy (Ha) = -1781.6765
- net charge = -2
- HOMO energy (eV) = 0.81

Structure (XYZ):
```
21
Properties=species:S:1:pos:R:3:forces:R:3:nbo_charge:R:1
C -1.51022 0.27834 -0.34574 -0.258 -0.512 -0.768 -0.447
C -1.54962 1.03600 0.85600 0.464 0.305 0.376 -0.254
C -0.29996 0.07812 -0.99755 -0.399 0.060 -0.223 -0.160
C -0.43715 1.66488 1.27704 -1.016 -0.128 0.621 -0.048
C 0.84789 0.74139 -0.61113 1.413 -0.791 -0.096 -0.329
C 1.49050 2.70584 0.34702 0.634 1.168 0.155 0.446
C 2.57118 -0.93880 -0.94871 -1.284 -0.511 0.653 -0.013
N 0.67057 1.66427 0.44390 0.598 0.434 -0.341 -0.455
O 2.41948 2.61288 -0.55570 -0.233 -0.676 -0.226 -0.695
O 3.11777 1.15888 -2.45800 0.271 0.042 -0.850 -1.151
O 3.81787 -0.58760 2.32694 -0.410 -0.089 1.199 -1.162
O 3.72338 0.81893 0.17350 -0.032 -0.547 0.059 -1.117
O 3.04986 -1.59042 0.05148 0.078 0.125 -0.771 -0.706
P 4.31226 -0.58115 0.94235 0.638 0.719 -1.067 1.487
P 2.65043 0.88700 -1.08455 -0.526 0.024 0.932 2.145
S 1.32761 4.08957 1.27086 -0.108 0.917 0.586 -0.468
H -2.42198 -0.16617 -0.72066 0.022 -0.177 -0.063 0.177
H -2.45432 1.09202 1.44794 0.012 -0.067 0.109 0.186
H -0.27030 -0.58209 -1.85298 0.071 -0.091 -0.113 0.192
H -0.33201 2.26075 2.17070 -0.069 -0.126 -0.007 0.225
H 1.84575 -1.50935 -1.53755 0.133 -0.081 -0.165 0.147
```
Positions in Å, forces in eV/Å.

=====

# 4
ORCA calculation (ωB97M-V with the def2-TZVPD basis set) on a structure of composition C10H16CuO6 in a non-equilibrium geometry.

## Properties
- HOMO-LUMO gap (eV) = 4.107
- LUMO (eV) = 2.65
- ΔE to the lowest compared entry with this formula, charge and spin (kcal/mol) = 28.7
- DFT total energy (Ha) = -2482.4437
- net charge = -1
- HOMO energy (eV) = -1.46

Structure (XYZ):
```
33
Properties=species:S:1:pos:R:3:forces:R:3:nbo_charge:R:1
Cu 1.58242 2.27851 -1.18921 -1.200 -1.943 -0.699 0.869
O 0.70097 0.81856 -2.43092 0.698 1.433 0.433 -1.027
C 0.01431 -0.35178 -2.11572 0.651 0.519 0.341 -0.065
C 0.68025 -1.67510 -2.58546 1.144 -1.232 -0.429 -0.012
O 1.19800 -1.71791 -3.81817 -0.356 0.251 0.261 -0.929
H -0.99263 -0.33946 -2.57485 -0.137 0.125 0.117 0.106
H -0.06726 -0.35156 -0.99912 -0.536 -0.721 0.118 0.053
H 0.01765 -2.57065 -2.38550 -1.188 0.435 -0.001 0.043
H 1.42318 -2.03126 -1.79468 0.417 0.747 0.069 0.014
O 2.03611 0.81784 0.60656 0.091 0.838 0.456 -0.618
C 1.99120 -0.27306 1.08688 0.848 -1.011 -1.090 0.826
O 1.40355 -0.54161 2.26416 -0.928 0.767 0.951 -0.503
C 1.13916 -1.91873 2.45876 0.581 -1.405 -0.887 -0.068
C 1.75790 -2.62175 1.23328 0.384 -0.718 -0.958 -0.447
C 2.57335 -1.54327 0.52020 0.330 -0.213 0.337 -0.552
H 0.07515 -2.13452 2.54740 -0.105 0.465 -0.054 0.184
H 1.62619 -2.33087 3.34401 0.059 0.630 0.272 0.171
H 1.07398 -3.03221 0.48669 -0.538 0.320 0.298 0.238
H 2.36668 -3.48794 1.49724 0.088 0.159 0.309 0.203
H 2.53800 -1.58712 -0.56980 -0.513 0.196 0.058 0.296
H 3.64351 -1.61266 0.73852 -0.041 0.280 0.416 0.222
O 0.21679 3.07291 0.56809 0.869 0.809 -0.534 -0.623
C -0.90747 2.74914 0.32917 -1.091 -1.173 0.669 0.832
O -1.69399 3.27797 -0.61612 0.698 0.990 -0.037 -0.476
C -3.04284 2.89069 -0.44004 -0.285 -1.507 0.430 -0.072
C -2.99894 1.53557 0.28198 0.531 -0.329 1.000 -0.430
C -1.64710 1.61812 1.04329 -0.559 0.384 -1.341 -0.538
H -3.49606 2.85230 -1.42476 -0.211 0.254 0.106 0.210
H -3.55500 3.51240 0.29890 0.049 0.770 -0.645 0.166
H -3.02083 0.61685 -0.29915 -0.057 0.309 -0.477 0.235
H -3.79287 1.48995 1.02802 -0.225 -0.110 -0.240 0.196
H -1.04026 0.74260 0.81744 0.076 -0.123 0.631 0.270
H -1.80310 1.84807 2.09293 0.456 -0.197 0.120 0.227
```
Positions in Å, forces in eV/Å.

=====

Q: Which of these has the lowest ΔE to the lowest compared entry with this formula, charge and spin?
A: C7H13FNO